1.
The following is a quantum chemistry calculation of a 2-piece molecular cluster, C2H3ClN2 overall at a distorted geometry, from the Open Molecules 2025 dataset.

Element x y z (Å)
C  -1.1151  -0.1719  -0.3283
C  -0.4598  0.4083  0.8385
N  -1.5522  -0.5360  -1.3441
N  2.4352  -0.4537  -0.5781
Cl  1.6138  -0.8492  -1.8353
H  0.0811  1.2610  0.3850
H  0.1801  -0.3398  1.2236
H  -1.1832  0.6812  1.6387

Values from the calculation:
Max |F| (eV/Å): 2.30
Orbital gap (alpha / beta) (eV): 8.6 / 8.6
E_tot (eV): -17620.8223
E_LUMO (alpha / beta) (eV): -1.070 / -1.066
M (Da): 90.51
HOMO energy (alpha / beta) (hartree): -0.356 / -0.355

From a Mulliken analysis of the wavefunction, the atomic charges in e read: 0.33 -0.76 -0.42 -0.19 0.17 0.26 0.30 0.31

=====

2.
The following is a quantum chemistry calculation of a 2-piece molecular cluster, C4H13N3O overall at a distorted geometry, from the Open Molecules 2025 dataset.

Element x y z (Å)
N  -1.9657  -1.6604  -1.2383
C  -1.3073  -0.9697  -2.2713
N  -0.5505  0.0338  -2.1893
C  -0.1043  0.5194  -0.9095
C  1.3029  0.0200  -0.5412
C  1.4625  -0.3056  0.9583
N  2.0239  0.7802  1.7610
H  -1.8620  -2.6624  -1.3145
H  -1.7201  -1.3215  -0.3201
H  -1.5749  -1.3713  -3.2497
H  -0.1686  1.6064  -0.8568
H  -0.7251  0.2546  -0.0496
H  2.1219  0.6960  -0.7992
H  1.5048  -0.8695  -1.1451
H  2.1169  -1.1547  1.1277
H  0.4779  -0.5365  1.3697
H  1.4240  1.5840  1.8582
H  2.9576  1.0342  1.4684
O  -1.6258  1.4880  1.7733
H  -1.2652  1.0809  2.5748
H  -2.5231  1.7540  1.9931

Values from the calculation:
Max |F| (eV/Å): 1.07
Orbital gap (eV): 9.4
SMILES string: N/C=N\CCCN.O
E_tot (eV): -10875.9508
E_LUMO (eV): 0.567
M (Da): 119.17
HOMO energy (hartree): -0.324

Mulliken population analysis, charges in e, atoms 1 to 8: -0.53 0.01 -0.59 -0.12 -0.46 -0.49 -0.58 0.23

=====

3.
The following is a quantum chemistry calculation of C12H13ClMnO2 as an isolated structure at a distorted geometry, from the Open Molecules 2025 dataset.

Element x y z (Å)
C  0.3173  -0.2267  2.7728
C  0.7834  0.6319  1.7111
C  1.9159  -0.0585  1.0659
H  0.5310  1.6840  1.6166
C  2.0272  -1.3581  1.6852
C  1.0480  -1.4637  2.7181
H  0.8447  -2.3402  3.3244
H  -0.4471  -0.0050  3.5145
H  2.8105  0.4891  0.8488
H  2.7123  -2.1729  1.4547
Mn  0.4304  -0.4524  -1.0883
Cl  -0.7895  -2.0048  -0.0974
C  -0.5949  -0.8019  -2.8602
C  0.8032  -1.1938  -3.0137
C  1.6421  0.0031  -2.8069
H  1.1601  -2.1745  -3.2670
C  0.7656  1.1098  -2.5707
C  -0.5961  0.6189  -2.5434
H  -1.5212  1.1476  -2.5344
H  -1.4661  -1.3894  -2.9896
H  2.7200  0.0392  -2.8282
H  1.0714  2.1154  -2.3224
C  -2.7946  0.9145  1.9016
O  -2.4072  1.1196  0.5293
C  -1.2543  1.0432  -0.1212
O  -1.0039  2.0840  -0.7571
H  -2.5206  1.7965  2.5164
H  -2.2916  -0.0120  2.2481
H  -3.8960  0.8573  1.8932

Values from the calculation:
Max |F| (eV/Å): 6.26
Orbital gap (alpha / beta) (eV): 5.1 / 6.3
⟨S²⟩: 6.138
E_tot (eV): -60588.9781
E_LUMO (alpha / beta) (eV): 2.369 / 3.097
M (Da): 279.62
HOMO energy (alpha / beta) (hartree): -0.100 / -0.117
Total charge: -1
Multiplicity: 5

Mulliken population analysis, charges in e, atoms 1 to 8: -0.57 -0.54 -0.87 0.59 -0.53 -0.49 0.40 0.61

=====

4.
The following is a quantum chemistry calculation of C13H28N4OP2SSn as an isolated structure at a distorted geometry, from the Open Molecules 2025 dataset.

Element x y z (Å)
Sn  0.3191  0.1434  0.0221
P  -0.5199  -0.4133  -2.4279
P  0.2910  2.3923  1.3618
N  1.1561  -1.9103  -0.3793
N  1.6291  -0.3626  1.7016
H  2.5782  -3.2700  0.4259
H  1.9305  -2.1328  2.8236
H  0.9465  -3.2944  1.1764
C  1.7261  -2.6453  0.7502
H  3.3071  -1.6439  1.8137
C  2.2012  -1.6930  1.8462
H  2.4680  -2.7019  -1.8201
H  2.5594  0.2383  3.4578
C  1.5687  -2.0943  -1.6037
C  1.8889  0.5553  2.6407
H  0.1466  -2.5872  -3.1458
C  0.7366  -1.7177  -2.8089
H  1.3798  -1.3834  -3.6336
H  0.9368  3.4583  0.6613
H  -0.9068  2.8829  1.9700
H  -0.3133  0.5419  -3.4587
H  -1.7482  -1.0598  -2.7301
O  1.7886  0.8770  -1.3050
C  3.0594  0.2896  -1.4103
C  3.6119  0.3455  -2.8186
C  4.0111  0.9424  -0.4402
H  2.9364  -0.8446  -1.2220
H  3.1276  -0.3794  -3.4774
H  3.4993  1.3492  -3.2444
H  4.6747  0.0778  -2.7827
H  3.6942  0.8691  0.6035
H  5.0086  0.4989  -0.5263
H  4.0715  2.0063  -0.7095
C  1.3974  1.8556  2.6354
H  1.7245  2.5209  3.4357
S  -1.6773  -1.1647  1.0464
C  -3.0986  -0.1770  0.9640
N  -4.1721  -0.5787  1.6590
C  -5.4972  0.0436  1.6167
C  -5.6220  0.9346  0.3979
C  -4.3873  1.7939  0.2199
N  -3.1997  0.9371  0.2173
H  -4.0210  -1.4006  2.2360
H  -5.6396  0.6189  2.5411
H  -6.2403  -0.7591  1.5978
H  -6.4976  1.5782  0.5075
H  -5.7700  0.3154  -0.4943
H  -4.3121  2.5297  1.0341
H  -4.4151  2.3355  -0.7303
H  -2.3367  1.2824  -0.1948

Values from the calculation:
Max |F| (eV/Å): 2.57
Orbital gap (alpha / beta) (eV): 5.5 / 7.6
⟨S²⟩: 0.754
E_tot (eV): -57179.2385
E_LUMO (alpha / beta) (eV): -2.560 / -2.719
M (Da): 469.12
HOMO energy (alpha / beta) (hartree): -0.296 / -0.378
Total charge: +1
Multiplicity: 2

Mulliken population analysis, charges in e, atoms 1 to 8: 0.67 -0.01 -0.03 0.00 -0.03 0.32 0.40 0.39